No. 1
A single C5H5NO molecule at a distorted geometry, computed with ωB97M-V with the def2-TZVPD basis set.

Structure (ORCA input):
```
! wB97M-V def2-TZVPD RIJCOSX def2/J DEFGRID3
* xyz 0 1
O 0.214 2.178 0.140
N -2.145 -0.434 -0.002
C -1.782 0.888 -0.062
C 1.606 -0.443 -0.076
C -0.934 -1.101 0.076
C -0.242 1.091 -0.185
C 0.197 -0.367 -0.126
H -0.737 -2.244 0.312
H 2.254 0.382 -0.565
H 1.894 -0.135 0.957
H -2.497 1.659 -0.243
H 2.172 -1.473 -0.226
*
```

Values from the calculation:
**Molecular weight**: 95.10 u
**Frontier orbital gap**: 0.27888 Ha
**Highest occupied orbital energy**: -9.119 eV
**Energy relative to the best compared isomer or geometry (same formula, charge and spin)**: 3.157 eV
**E_tot**: -323.4037 hartree
**Max |F|**: 6.1 eV/Å

---

No. 2
A molecular structure, C30H47BInO2P2 at a distorted geometry, computed with ωB97M-V with the def2-TZVPD basis set.

Structure (ORCA input):
```
! wB97M-V def2-TZVPD RIJCOSX def2/J DEFGRID3
* xyz 1 1
In 1.845 2.732 0.394
P -0.763 0.580 -2.591
P 1.970 -1.001 -0.205
O -1.113 -1.579 -0.195
O 0.446 -2.760 1.086
C 4.144 3.891 0.832
C -3.880 0.098 1.854
C -1.427 -2.928 -0.197
C -2.455 1.956 2.938
C 4.227 2.123 -1.035
C -3.036 -1.736 2.939
C -1.199 -0.623 4.371
C 2.070 4.512 -0.760
C -0.404 -4.985 0.686
C 2.996 3.251 -2.828
C 2.087 -0.108 -1.810
C 3.385 4.957 -0.062
C -2.778 -3.138 3.340
C 2.506 -0.333 1.439
C 1.928 3.556 -1.803
C -2.841 0.539 2.710
C -4.753 0.952 0.994
C -4.907 -2.204 1.231
C -1.815 -0.615 -3.507
C 3.185 -2.378 -0.262
C 4.062 2.438 0.308
C -2.312 -0.604 3.384
C -0.993 2.069 -3.663
C 4.347 3.074 -2.154
C -3.992 -1.312 1.986
C 0.956 -0.110 -2.905
C -2.063 -5.011 -1.112
C -1.166 -5.668 -0.262
C -0.517 -3.600 0.631
C -2.241 -3.622 -1.089
B 0.215 -1.623 0.278
H 2.986 5.672 0.674
H -1.493 2.031 3.457
H 4.415 1.654 1.004
H 2.742 2.350 -3.440
H -4.774 0.576 -0.045
H -3.701 -3.731 3.333
H -0.850 2.966 -3.054
H -5.774 -1.646 0.856
H 3.086 4.081 -3.566
H -2.005 2.055 -4.082
H -4.389 1.989 0.991
H 0.260 -5.440 1.392
H -0.920 0.404 4.641
H -0.254 2.057 -4.470
H 4.750 4.046 -1.841
H 5.180 4.184 1.036
H -2.915 -3.090 -1.770
H 2.951 -0.616 -2.289
H -5.789 0.933 1.383
H -2.334 -3.197 4.342
H -2.670 -5.578 -1.819
H -5.253 -3.027 1.870
H 4.015 -2.100 -0.929
H -0.313 -1.137 3.958
H 2.752 0.737 1.420
H -3.213 2.474 3.554
H -1.371 -0.826 -4.489
H 0.918 3.363 -2.202
H 3.577 -2.594 0.742
H 1.703 -0.428 2.173
H 4.076 5.547 -0.690
H 3.658 3.876 1.819
H 1.227 5.216 -0.693
H -1.047 -6.753 -0.323
H -4.377 -2.638 0.368
H 2.410 0.937 -1.649
H -1.524 -1.166 5.275
H -2.817 -0.158 -3.633
H -1.938 -1.553 -2.942
H 5.057 2.645 -2.880
H 2.716 -3.312 -0.604
H -2.368 2.512 1.992
H 4.458 1.103 -1.311
H 1.336 0.453 -3.791
H -2.073 -3.612 2.639
H 3.374 -0.884 1.822
H 0.803 -1.168 -3.189
*
```

Values from the calculation:
**Molecular weight**: 627.28 u
**Frontier orbital gap (alpha / beta)**: 0.07776 / 0.07658 Ha
**Highest occupied orbital energy (alpha / beta)**: -6.836 / -6.862 eV
**Energy relative to the best compared isomer or geometry (same formula, charge and spin)**: 3.048 eV
**E_tot**: -2218.9974 hartree
**Max |F|**: 4.8 eV/Å